65
Properties=species:S:1:pos:R:3:forces:R:3 method="wB97M-V/def2-TZVPD" homo_lumo_gap_ev=5.481 spin_multiplicity=1 homo_energy_ev=-10.045 charge=+1 fmax_ev_per_a=0.734 de_lowest_kcal_mol=71.7
Ga 0.2120 -2.2853 -0.5719 -0.05 -0.19 0.71
F -0.1107 -2.1965 -3.9307 0.01 0.02 0.00
C -0.2332 -3.4752 -4.2719 0.01 -0.03 -0.04
F -1.2790 -3.6296 -5.0484 0.00 0.01 -0.01
F 0.8634 -3.8915 -4.8691 -0.01 0.01 0.01
S -0.5292 -4.5046 -2.7219 -0.05 -0.20 0.07
O -0.9292 -3.4863 -1.6972 0.05 0.36 -0.18
O -1.4959 -5.4831 -3.0265 0.03 -0.03 0.02
N 0.8777 -5.1287 -2.3005 -0.18 -0.12 -0.07
S 1.7472 -4.1826 -1.4462 0.12 0.28 -0.12
O 1.8705 -2.8345 -2.0159 -0.02 -0.02 -0.03
O 1.2528 -3.9803 -0.0473 0.09 0.03 -0.20
C 3.4271 -4.9899 -1.4434 -0.06 -0.09 0.18
F 3.8958 -4.8890 -2.6627 0.01 -0.02 0.00
F 4.1659 -4.3139 -0.5888 0.01 0.02 -0.02
F 3.2970 -6.2404 -1.0752 0.02 0.01 -0.01
O -1.5415 4.2938 -0.0115 -0.04 -0.15 -0.04
S -1.0760 5.4507 0.7434 0.06 0.17 0.06
O -0.8593 6.6479 -0.0283 -0.06 -0.07 0.01
O -1.7187 5.6058 2.0326 -0.02 -0.10 0.03
C 0.5992 4.9402 1.2583 -0.05 0.04 -0.02
N 1.2804 5.6370 2.1772 0.07 -0.11 0.00
C 2.3889 5.0824 2.6461 -0.17 0.04 -0.02
C 2.8062 3.7976 2.2867 0.14 -0.01 -0.04
C 2.0566 3.2011 1.2958 -0.20 0.03 0.03
N 0.9988 3.7914 0.7459 0.04 0.18 0.04
C 2.0857 1.8033 0.8328 0.12 -0.12 -0.09
C 2.3024 0.6855 1.7996 -0.17 -0.01 0.01
C 1.7289 -0.6697 1.2983 -0.04 0.03 0.00
N 1.3729 -0.7861 -0.1291 0.11 -0.09 0.00
C 1.4228 0.2615 -0.8937 -0.03 0.00 0.02
C 1.6991 1.5717 -0.4400 0.41 -0.03 -0.06
H 2.9447 5.6578 3.3783 0.02 0.02 -0.03
H 3.6628 3.3272 2.7521 -0.01 0.01 -0.01
H 3.3396 0.6525 2.1372 0.04 0.04 -0.15
H 2.3878 -1.5097 1.5167 0.01 0.03 0.09
H 1.1616 0.1193 -1.9400 0.00 -0.01 0.00
H 1.5281 2.3987 -1.1127 0.00 0.00 -0.02
C -2.7360 -2.4349 1.3617 0.01 -0.04 0.03
P -1.5649 -1.2945 0.5976 -0.25 -0.20 -0.17
C -2.3668 -0.3628 -0.7091 0.09 0.10 -0.11
C -1.8519 0.8813 -1.0999 -0.08 -0.03 0.01
C -2.4198 1.5551 -2.1688 0.00 0.03 -0.03
C -3.4832 0.9867 -2.8578 0.01 -0.01 0.01
C -3.9902 -0.2497 -2.4766 -0.01 0.00 0.02
C -3.4355 -0.9308 -1.4047 -0.03 -0.01 -0.05
C -0.7877 -0.1788 1.7321 0.12 0.15 -0.06
C 0.5512 -0.5619 2.3192 -0.07 0.03 0.01
C 1.2742 0.6393 2.9968 0.03 0.10 -0.01
C 0.4529 1.8614 3.2861 0.05 -0.07 0.11
C -0.7732 2.0370 2.8038 -0.01 0.05 0.07
C -1.3663 1.0161 1.9561 -0.04 -0.11 0.08
H -3.6372 -1.9017 1.6654 0.02 0.07 -0.03
H -2.2690 -2.8683 2.2464 0.00 -0.05 -0.03
H -2.9970 -3.2305 0.6639 0.01 -0.01 0.03
H -1.0595 1.3664 -0.5443 -0.01 0.06 -0.02
H -2.0446 2.5355 -2.4336 -0.03 0.01 0.06
H -3.9317 1.5200 -3.6851 -0.01 0.00 0.00
H -4.8305 -0.6785 -3.0055 0.00 0.00 0.00
H -3.8465 -1.8891 -1.1121 0.01 0.00 -0.01
H 0.4697 -1.4460 2.9570 -0.09 0.02 -0.01
H 1.7772 0.3397 3.9156 0.08 -0.08 -0.07
H 0.9089 2.6350 3.8902 -0.01 -0.04 0.05
H -1.3275 2.9501 2.9829 -0.03 0.02 -0.03
H -2.3182 1.2554 1.4947 0.02 0.04 0.00

47
Properties=species:S:1:pos:R:3:forces:R:3 method="wB97M-V/def2-TZVPD" homo_lumo_gap_ev="3.987 / 6.872" spin_multiplicity=5 homo_energy_ev="-3.756 / -8.012" charge=0 fmax_ev_per_a=2.810 de_lowest_kcal_mol=19.3
C -0.9090 -3.5120 0.3051 1.32 0.52 -2.42
C -0.1519 -2.3443 0.0192 -1.37 -0.41 1.79
N -0.2726 -1.2899 0.9091 1.16 -0.99 -0.54
C -0.9943 -1.3667 2.0407 -0.93 0.44 0.76
C -1.5749 -2.5737 2.4255 -0.25 -0.69 -0.52
C -1.5731 -3.6497 1.5273 -1.05 -0.03 2.59
C 0.7392 -2.1726 -1.0307 -0.38 -1.63 -1.35
P 1.7111 -0.7318 -1.1059 0.60 0.03 -0.09
Ir 0.4867 0.7054 0.2237 2.26 0.62 0.18
P -0.7708 1.4515 1.9609 -0.38 -1.81 1.01
C -1.0546 -0.1230 2.9155 0.16 0.27 0.42
O -2.2162 -2.9761 -3.7127 0.96 0.66 -0.71
O -0.9659 1.8882 -4.7679 0.47 1.30 -0.64
H -0.9305 -4.2827 -0.4620 0.06 -0.03 0.25
H -2.0145 -2.6238 3.4296 -0.02 -0.22 -0.49
H -2.0507 -4.5897 1.8123 0.21 0.31 -0.15
C 3.3739 -1.3132 -0.5375 -0.23 -0.06 -0.42
C 1.9683 -0.1180 -2.8208 -0.27 -0.59 -0.06
H -2.0208 -0.0391 3.4458 0.44 -0.21 0.00
H -0.2293 -0.1721 3.6577 -0.30 0.25 -0.05
H -1.5713 -2.4026 -4.1947 -0.80 -0.75 0.61
H 0.8116 -2.9973 -1.7623 0.07 0.47 0.38
C -0.0169 2.6922 2.9802 -0.32 0.61 0.82
C -2.4570 2.0096 1.5128 0.05 0.42 0.30
H -1.0401 0.2586 -0.0411 -1.56 -1.19 -0.99
H -1.2809 2.7857 -4.5566 0.25 -0.58 -0.11
H -1.4697 1.3181 -4.2177 -0.71 -0.75 0.79
H -2.9325 -2.3822 -3.4804 -0.13 0.07 0.10
H 1.8879 0.3884 0.8905 0.78 0.72 0.89
H -1.0303 1.0320 -0.3309 -1.48 0.99 -1.96
H 3.6563 -2.1591 -1.1987 0.13 0.44 0.46
H 4.1189 -0.4975 -0.5848 -0.34 -0.43 0.03
H 3.2502 -1.6611 0.5049 0.11 0.16 -0.58
H 2.2546 -0.9787 -3.4606 -0.02 0.61 0.16
H 1.0357 0.3499 -3.2054 0.68 -0.28 0.31
H 2.7709 0.6354 -2.7771 -0.32 -0.29 -0.14
H -3.0525 2.2279 2.4154 0.20 -0.03 -0.32
H -2.3574 2.9228 0.9092 -0.18 -0.21 0.11
H -2.9706 1.2401 0.9180 0.26 0.21 0.26
H -0.7022 2.9761 3.7809 0.11 0.21 0.14
H 0.9116 2.3170 3.4141 -0.09 -0.05 -0.15
H 0.2031 3.5679 2.3638 0.00 -0.09 0.10
C 1.9134 3.2653 0.0026 0.35 -0.30 -0.09
O 1.0708 2.3674 -0.7004 0.58 2.57 -0.17
H 1.4189 4.2462 0.1823 -0.01 -0.55 -0.16
H 2.8231 3.4867 -0.5785 -0.14 -0.07 0.09
H 2.2043 2.8244 0.9799 0.02 0.35 -0.41

36
Properties=species:S:1:pos:R:3:forces:R:3 method="wB97M-V/def2-TZVPD" homo_lumo_gap_ev=9.227 spin_multiplicity=1 homo_energy_ev=-10.177 charge=0 smiles=BC(F)(F)C(F)(F)C(F)(F)C(F)(F)C(F)(F)C(F)(F)C(F)(F)C(F)(F)F.BrCCBr fmax_ev_per_a=0.490
B -1.1840 -1.6545 -4.0334 -0.23 -0.13 0.18
C -0.1193 -0.4853 -3.7723 0.04 0.09 -0.37
F -0.4059 0.2108 -2.6453 0.05 0.22 0.43
F -0.1790 0.4205 -4.8046 0.07 -0.19 0.13
C 1.3452 -0.9796 -3.7055 0.25 -0.09 -0.06
F 1.4135 -1.9658 -4.6525 0.18 0.29 0.07
F 2.2253 -0.0103 -4.0239 -0.35 -0.28 0.04
C 1.8455 -1.6780 -2.3985 0.03 -0.12 0.03
F 3.0407 -2.2079 -2.7294 -0.41 -0.09 0.02
F 0.9712 -2.6864 -2.1342 0.24 0.18 -0.11
C 2.0939 -0.8366 -1.0770 0.14 0.05 0.10
F 2.0568 0.4840 -1.3536 -0.11 -0.30 0.12
F 3.3381 -1.1372 -0.6465 -0.24 0.26 -0.16
C 1.1559 -1.1923 0.1299 -0.03 -0.11 -0.09
F 1.5145 -2.4434 0.5031 -0.17 0.25 -0.08
F -0.1483 -1.2024 -0.2028 0.27 0.06 -0.09
C 1.3110 -0.3100 1.4185 0.12 -0.19 0.17
F 0.6773 -1.0104 2.3817 0.27 0.25 -0.18
F 2.6267 -0.2406 1.7280 -0.35 -0.11 0.05
C 0.7076 1.1514 1.4132 -0.14 -0.13 0.26
F -0.2200 1.2261 2.3953 0.20 0.10 -0.28
F 0.1049 1.4213 0.2480 -0.01 -0.01 -0.10
C 1.7446 2.2767 1.6931 0.35 -0.15 0.16
F 2.2396 2.1381 2.9310 -0.31 0.22 -0.31
F 1.1285 3.4578 1.5833 0.26 -0.32 0.10
F 2.7647 2.2275 0.8314 -0.39 0.18 0.04
H -1.3794 -2.0622 -5.1237 0.14 0.08 -0.06
H -1.8114 -2.0426 -3.1060 0.08 -0.01 0.01
Br -3.1271 -0.8589 2.7666 -0.03 0.01 -0.02
C -3.6560 1.0077 2.8878 0.10 -0.07 -0.06
C -3.4689 1.5573 4.2761 -0.08 0.01 0.08
Br -4.8179 0.8984 5.5112 0.05 -0.01 -0.02
H -4.6886 1.0603 2.5607 -0.03 0.02 0.00
H -3.0206 1.5413 2.1845 0.02 0.01 0.01
H -3.5732 2.6396 4.2710 -0.01 0.01 -0.02
H -2.5057 1.2857 4.6946 0.04 0.00 -0.01

12
Properties=species:S:1:pos:R:3:forces:R:3 method="wB97M-V/def2-TZVPD" homo_lumo_gap_ev=10.030 spin_multiplicity=1 homo_energy_ev=-9.258 charge=0 fmax_ev_per_a=0.683 de_lowest_kcal_mol=73.3
N 0.4121 0.2047 1.8429 -0.44 0.13 -0.18
C 0.3335 -0.7235 0.7930 -0.33 -0.35 0.17
C 0.5273 -0.1547 -0.5941 0.06 -0.06 0.06
C -0.5522 -1.2452 -0.8614 -0.08 -0.20 -0.38
N -0.5989 -1.5808 0.5927 0.38 -0.14 0.05
C 0.1035 1.2565 1.1710 0.04 0.10 0.23
N 0.0722 1.1859 -0.2379 0.06 0.12 0.04
H 1.4551 -0.1881 -1.1788 -0.20 0.02 0.32
H -1.4962 -0.8068 -1.2044 0.14 -0.20 0.14
H -0.2700 -2.1075 -1.4695 0.04 0.22 -0.24
H -0.3103 2.1382 1.6475 0.62 0.29 -0.01
H 0.5370 1.9667 -0.6789 -0.29 0.07 -0.19

Copy entry 3 word for word.
36
Properties=species:S:1:pos:R:3:forces:R:3 method="wB97M-V/def2-TZVPD" homo_lumo_gap_ev=9.227 spin_multiplicity=1 homo_energy_ev=-10.177 charge=0 smiles=BC(F)(F)C(F)(F)C(F)(F)C(F)(F)C(F)(F)C(F)(F)C(F)(F)C(F)(F)F.BrCCBr fmax_ev_per_a=0.490
B -1.1840 -1.6545 -4.0334 -0.23 -0.13 0.18
C -0.1193 -0.4853 -3.7723 0.04 0.09 -0.37
F -0.4059 0.2108 -2.6453 0.05 0.22 0.43
F -0.1790 0.4205 -4.8046 0.07 -0.19 0.13
C 1.3452 -0.9796 -3.7055 0.25 -0.09 -0.06
F 1.4135 -1.9658 -4.6525 0.18 0.29 0.07
F 2.2253 -0.0103 -4.0239 -0.35 -0.28 0.04
C 1.8455 -1.6780 -2.3985 0.03 -0.12 0.03
F 3.0407 -2.2079 -2.7294 -0.41 -0.09 0.02
F 0.9712 -2.6864 -2.1342 0.24 0.18 -0.11
C 2.0939 -0.8366 -1.0770 0.14 0.05 0.10
F 2.0568 0.4840 -1.3536 -0.11 -0.30 0.12
F 3.3381 -1.1372 -0.6465 -0.24 0.26 -0.16
C 1.1559 -1.1923 0.1299 -0.03 -0.11 -0.09
F 1.5145 -2.4434 0.5031 -0.17 0.25 -0.08
F -0.1483 -1.2024 -0.2028 0.27 0.06 -0.09
C 1.3110 -0.3100 1.4185 0.12 -0.19 0.17
F 0.6773 -1.0104 2.3817 0.27 0.25 -0.18
F 2.6267 -0.2406 1.7280 -0.35 -0.11 0.05
C 0.7076 1.1514 1.4132 -0.14 -0.13 0.26
F -0.2200 1.2261 2.3953 0.20 0.10 -0.28
F 0.1049 1.4213 0.2480 -0.01 -0.01 -0.10
C 1.7446 2.2767 1.6931 0.35 -0.15 0.16
F 2.2396 2.1381 2.9310 -0.31 0.22 -0.31
F 1.1285 3.4578 1.5833 0.26 -0.32 0.10
F 2.7647 2.2275 0.8314 -0.39 0.18 0.04
H -1.3794 -2.0622 -5.1237 0.14 0.08 -0.06
H -1.8114 -2.0426 -3.1060 0.08 -0.01 0.01
Br -3.1271 -0.8589 2.7666 -0.03 0.01 -0.02
C -3.6560 1.0077 2.8878 0.10 -0.07 -0.06
C -3.4689 1.5573 4.2761 -0.08 0.01 0.08
Br -4.8179 0.8984 5.5112 0.05 -0.01 -0.02
H -4.6886 1.0603 2.5607 -0.03 0.02 0.00
H -3.0206 1.5413 2.1845 0.02 0.01 0.01
H -3.5732 2.6396 4.2710 -0.01 0.01 -0.02
H -2.5057 1.2857 4.6946 0.04 0.00 -0.01